Entry from OMol25: a molecular structure, C6H8MnO6 in a non-equilibrium geometry (the ωB97M-V functional and the def2-TZVPD basis).

Geometry as ORCA input:
```
! RIJCOSX wB97M-V def2-TZVPD def2/J DEFGRID3
* xyz -1 7
O 2.173 0.627 1.017
C 0.031 -1.684 0.883
C 2.752 -0.143 0.040
O -0.348 -2.566 1.622
O 1.069 -1.917 0.104
C 1.766 -0.990 -0.752
H 3.498 -0.834 0.487
H 3.309 0.446 -0.721
H 2.299 -1.629 -1.468
H 1.039 -0.395 -1.312
H -2.012 2.393 -1.069
O -0.608 0.313 1.930
O -0.447 1.167 -0.418
C -1.711 1.336 -0.980
C -2.660 0.612 -0.034
O -1.951 -0.583 0.315
C -0.725 -0.331 0.840
H -1.726 0.838 -1.967
H -3.586 0.298 -0.527
H -2.859 1.211 0.866
Mn 0.699 1.833 1.146
*
```

Properties
Frontier orbital gap (spin up / spin down) = 0.1834 / 0.3308 hartree
HOMO energy (spin up / spin down) = -0.0543 / -0.2033 Eh
ΔE to the lowest compared entry with this formula, charge and spin = 3.4 kcal/mol
E_tot = -49956.37060 eV



Entry from OMol25: C5H11NS in the gas phase in a non-equilibrium geometry (the ωB97M-V functional and the def2-TZVPD basis).

Geometry as ORCA input:
```
! RIJCOSX wB97M-V def2-TZVPD def2/J DEFGRID3
* xyz 0 1
C 1.680 -0.795 -1.532
C 1.101 -1.097 -0.134
C 0.741 0.233 0.447
S 1.833 1.249 1.147
N -0.604 0.556 0.416
C -1.594 -0.382 0.063
C -1.197 1.630 1.090
H 2.448 -0.034 -1.342
H 0.860 -0.407 -2.221
H 2.162 -1.656 -2.097
H 1.993 -1.545 0.448
H 0.298 -1.717 -0.122
H -1.927 -0.912 0.854
H -2.583 0.218 -0.258
H -1.354 -1.047 -0.725
H -1.494 1.186 2.057
H -0.376 2.333 1.289
H -1.988 2.186 0.620
*
```

Properties
Frontier orbital gap = 0.3293 hartree
HOMO energy = -0.3002 Eh
ΔE to the lowest compared entry with this formula, charge and spin = 22.1 kcal/mol
E_tot = -17687.50524 eV
SMILES = CCC(=S)N(C)C



Entry from OMol25: a molecular structure, C20H40AuNOP3S in a non-equilibrium geometry (the ωB97M-V functional and the def2-TZVPD basis).

Geometry as ORCA input:
```
! RIJCOSX wB97M-V def2-TZVPD def2/J DEFGRID3
* xyz 3 3
Au -0.749 0.506 0.106
P -2.380 0.688 2.194
P -2.356 -0.546 -1.170
P 1.281 0.733 1.595
H -0.645 1.478 -3.778
C 0.331 1.071 -3.472
C 0.783 0.007 -4.248
H 0.331 -0.985 -4.276
C -2.824 2.451 2.357
C -3.984 -0.153 1.966
C -1.978 0.205 3.913
C -1.528 -1.122 -2.664
C -2.991 -2.158 -0.696
C -3.663 0.595 -1.689
C 3.079 0.372 1.417
C 1.116 -0.171 3.168
C 1.272 2.459 2.181
H 1.051 1.790 -3.134
H 1.244 0.199 -5.228
H -3.562 2.578 3.163
H -3.240 2.799 1.403
H -1.921 3.036 2.576
H -4.677 0.178 2.754
H -3.840 -1.236 2.063
H -4.412 0.064 0.981
H -1.390 0.990 4.409
H -1.411 -0.736 3.897
H -2.906 0.048 4.486
H -2.141 -1.727 -3.347
H -0.590 -1.651 -2.418
H -1.308 -0.155 -3.127
H -3.690 -2.461 -1.489
H -3.470 -2.142 0.284
H -2.143 -2.858 -0.697
H -4.432 0.054 -2.259
H -3.243 1.388 -2.325
H -4.115 1.076 -0.814
H 3.618 0.325 2.379
H 3.535 1.152 0.796
H 3.142 -0.628 0.969
H 2.107 -0.264 3.631
H 0.745 -1.174 2.914
H 0.446 0.355 3.852
H 2.079 2.597 2.915
H 0.295 2.677 2.633
H 1.429 3.127 1.324
C 3.185 0.039 -2.883
C 2.639 0.644 -1.646
C 2.868 2.087 -1.695
C 4.205 2.415 -1.735
C 5.093 1.402 -2.256
C 4.569 0.387 -3.068
O 2.429 -0.718 -3.556
H 3.373 0.060 -1.047
H 1.622 0.333 -1.438
H 1.990 2.753 -1.708
H 4.579 3.384 -1.389
H 6.181 1.457 -2.121
H 5.109 -0.232 -3.782
S 0.091 -4.334 -0.333
C -0.532 -4.628 1.270
C -0.298 -3.528 2.068
N 0.398 -2.517 1.447
C 0.638 -2.760 0.178
H -1.019 -5.544 1.585
H -0.598 -3.432 3.113
H 1.182 -2.103 -0.499
*
```

Properties
Frontier orbital gap (spin up / spin down) = 0.2608 / 0.2004 hartree
HOMO energy (spin up / spin down) = -0.6288 / -0.6300 Eh
E_tot = -67288.70604 eV



Entry from OMol25: a molecular structure, C43H38AsN3OPdS in a non-equilibrium geometry (the ωB97M-V functional and the def2-TZVPD basis).

Geometry as ORCA input:
```
! RIJCOSX wB97M-V def2-TZVPD def2/J DEFGRID3
* xyz 0 1
Pd -1.566 1.870 0.883
C -4.498 4.475 -1.031
C -5.225 3.517 -1.730
C -4.933 2.175 -1.539
C -3.942 1.832 -0.627
C -3.124 2.780 0.021
C -3.443 4.115 -0.200
C -3.711 0.414 -0.254
C -4.243 -0.662 -1.017
C -4.089 -1.936 -0.563
C -3.387 -2.181 0.652
C -3.216 -3.473 1.197
C -2.523 -3.645 2.365
C -1.957 -2.532 3.025
C -2.098 -1.273 2.514
C -2.832 -1.073 1.320
N -3.002 0.196 0.852
H -4.738 5.522 -1.163
H -6.008 3.815 -2.414
H -5.497 1.427 -2.075
H -2.843 4.894 0.257
H -4.743 -0.458 -1.951
H -4.479 -2.776 -1.124
H -3.645 -4.319 0.674
H -2.395 -4.633 2.786
H -1.395 -2.685 3.937
H -1.659 -0.408 2.991
S 0.224 1.422 2.727
C 1.632 1.994 1.972
N 2.001 1.563 0.765
C 3.083 2.173 0.015
C 4.186 2.585 0.975
C 3.591 3.497 2.035
N 2.441 2.840 2.631
H 1.320 0.946 0.284
H 2.703 3.044 -0.527
H 3.440 1.446 -0.716
H 4.980 3.106 0.440
H 4.615 1.697 1.444
H 3.278 4.444 1.579
H 4.310 3.718 2.826
H 2.060 3.190 3.495
C 0.869 5.849 -0.320
C 0.515 4.905 -1.276
C -0.202 3.773 -0.912
C -0.591 3.541 0.411
C -0.239 4.513 1.352
C 0.481 5.646 0.997
H 1.419 6.738 -0.601
H 0.792 5.055 -2.313
H -0.484 3.060 -1.685
H -0.529 4.376 2.389
H 0.728 6.382 1.753
O 0.068 -0.267 -0.462
As 0.825 -1.725 -0.566
C 2.591 -1.577 -1.325
C 3.667 -2.316 -0.852
C 4.904 -2.201 -1.471
C 5.061 -1.350 -2.555
C 3.985 -0.608 -3.025
C 2.749 -0.721 -2.412
C -0.150 -2.842 -1.782
C 0.337 -4.055 -2.253
C -0.418 -4.788 -3.152
C -1.648 -4.306 -3.581
C -2.131 -3.094 -3.110
C -1.381 -2.356 -2.204
C 1.053 -2.686 1.074
C 0.667 -4.011 1.208
C 0.914 -4.680 2.398
C 1.536 -4.021 3.446
C 1.909 -2.690 3.314
C 1.675 -2.021 2.124
H 3.551 -2.969 0.006
H 5.744 -2.772 -1.101
H 6.025 -1.263 -3.036
H 4.109 0.057 -3.868
H 1.906 -0.137 -2.769
H 1.305 -4.425 -1.932
H -0.044 -5.731 -3.526
H -2.231 -4.878 -4.291
H -3.087 -2.719 -3.449
H -1.735 -1.404 -1.822
H 0.159 -4.520 0.397
H 0.613 -5.713 2.507
H 1.727 -4.545 4.374
H 2.376 -2.169 4.138
H 1.939 -0.976 2.033
*
```

Properties
Frontier orbital gap = 0.2660 hartree
HOMO energy = -0.2579 Eh
ΔE to the lowest compared entry with this formula, charge and spin = 0.0 kcal/mol
E_tot = -126880.00961 eV



Entry from OMol25: a molecular structure, Cl4Na (the ωB97M-V functional and the def2-TZVPD basis).

Geometry as ORCA input:
```
! RIJCOSX wB97M-V def2-TZVPD def2/J DEFGRID3
* xyz -2 2
Na -0.290 -0.267 -0.187
Cl -1.887 1.676 0.747
Cl 0.600 -0.485 2.661
Cl 0.168 -2.692 -1.712
Cl 1.409 1.768 -1.509
*
```

Properties
Frontier orbital gap (spin up / spin down) = 0.2434 / 0.1271 hartree
HOMO energy (spin up / spin down) = -0.0738 / -0.0588 Eh
E_tot = -54509.89745 eV



Entry from OMol25: C2H3BrO2 in the gas phase in a non-equilibrium geometry (the ωB97M-V functional and the def2-TZVPD basis).

Geometry as ORCA input:
```
! RIJCOSX wB97M-V def2-TZVPD def2/J DEFGRID3
* xyz 0 1
C -0.290 -1.041 0.076
C 0.510 0.001 -0.105
Br 2.630 -0.204 -0.025
O 0.135 1.208 -0.524
O 0.754 2.248 0.315
H 0.215 -1.918 0.382
H -1.287 -1.053 -0.062
H 0.262 3.064 0.085
*
```

Properties
Frontier orbital gap = 0.3580 hartree
HOMO energy = -0.3576 Eh
ΔE to the lowest compared entry with this formula, charge and spin = 105.4 kcal/mol
E_tot = -76255.70649 eV
SMILES = C=C(Br)OO